Entry i
Below is one molecule with the formula C5H9NS2, with properties calculated with ωB97M-V/def2-TZVPD.

Positions of all 17 atoms, in Å:
C 0.96549 -1.75293 0.85809
C 1.19366 -0.57478 -0.05086
C 0.46721 0.50084 -0.16742
C 1.05275 1.81676 -0.57587
C -0.97129 0.57222 0.25920
H 1.95464 -2.09778 1.26159
H 0.65660 -2.60725 0.25815
H 0.24476 -1.68294 1.65101
H 2.10706 -0.50321 -0.62348
H 0.50788 2.35037 -1.37134
H 2.09806 1.67182 -0.90272
H 0.93040 2.55574 0.24793
H -1.15777 -1.29968 -0.47800
H -3.35824 0.40661 -1.02100
N -1.64166 -0.59169 0.04458
S -1.75726 1.89958 0.81925
S -3.29228 -0.66367 -0.20910

Net charge: 0
HOMO level in eV: -8.34
HOMO-LUMO gap in eV: 8.38
E_LUMO in eV: 0.04

Entry ii
Below is one molecule with the formula C5H9NS2, with properties calculated with ωB97M-V/def2-TZVPD.

Positions of all 17 atoms, in Å:
C 0.12182 0.93240 0.11245
C 1.53436 0.89058 -0.54748
C 0.32642 -1.14941 0.43413
C 0.33986 0.05009 1.39328
C -0.64286 -0.33704 -0.46771
H 0.15455 3.01064 0.34722
H -1.37959 2.34917 0.35957
H 2.24177 1.70574 -0.13772
H 1.43637 1.06843 -1.62785
H 0.08246 -2.12528 0.76067
H 1.22399 0.19934 2.01053
H -0.49272 0.22139 2.03413
H -0.52019 -0.64808 -1.53234
H -2.62187 0.24146 -1.16326
N -0.37749 2.23398 -0.05595
S 1.96725 -0.89178 -0.25682
S -2.43975 -0.60700 -0.13114

Net charge: 0
HOMO level in eV: -8.49
HOMO-LUMO gap in eV: 9.27
E_LUMO in eV: 0.78

The most stable arrangement is entry i, and the next structure is 0.125 eV less stable.

Entry i
Below is C41H42N8O6PS2Sc as an isolated structure, with properties calculated with ωB97M-V/def2-TZVPD.

Positions of all 101 atoms, in Å:
Sc -0.35139 -0.27576 0.59880
N 2.25999 2.66974 2.58664
C 1.88519 1.64513 1.80321
N 0.78323 1.65025 1.08594
C -0.07532 2.71458 1.18263
N -1.22569 2.75832 0.56780
N -1.56174 1.51484 0.07587
C -2.75684 1.34265 -0.32881
C -3.19793 -0.04154 -0.58236
C -4.53278 -0.33246 -0.80038
C -4.90500 -1.66306 -0.91032
C -3.93821 -2.64669 -0.79250
C -2.62359 -2.26901 -0.56183
N -2.25861 -0.99328 -0.47451
C 0.25417 3.84316 2.05979
C -0.59106 4.94029 2.24504
C -0.25137 5.93269 3.13789
C 0.93318 5.83605 3.87377
C 1.77556 4.75863 3.71340
C 1.43189 3.76455 2.79738
H 3.06065 2.52847 3.18370
H 2.62696 0.88387 1.61925
H -3.46585 2.16885 -0.37453
H -5.25514 0.46760 -0.87430
H -5.94127 -1.92611 -1.07200
H -4.18921 -3.69515 -0.84678
H -1.83427 -2.99710 -0.42094
H -1.51269 4.97711 1.68379
H -0.90771 6.77882 3.28200
H 1.19029 6.60961 4.58481
H 2.68930 4.67529 4.28632
O -2.48390 -1.52542 2.40004
C -1.43258 -1.11038 2.87351
O -0.89498 0.01279 2.44303
C -0.66553 -1.86105 3.91165
C -1.39751 -2.83969 4.58664
C -0.82825 -3.63971 5.55624
C 0.51929 -3.46111 5.84828
C 1.25833 -2.50908 5.17825
C 0.70764 -1.67812 4.18567
S 1.84220 -0.58636 3.38848
H -2.43890 -2.95255 4.31878
H -1.41586 -4.38708 6.07237
H 0.99806 -4.07338 6.60356
H 2.30922 -2.38357 5.40605
N -1.31526 3.88212 -2.90736
C -2.71540 4.00335 -2.91508
C -3.31000 5.19777 -2.54768
C -4.69317 5.32531 -2.55044
C -5.48593 4.25094 -2.91297
C -4.88743 3.04781 -3.26914
C -3.50880 2.91820 -3.27771
S -2.77787 1.38266 -3.75429
N -1.14554 1.55362 -3.34831
C -0.65320 2.67791 -3.02074
C 0.81661 2.74455 -2.74973
C 1.61924 3.67832 -3.39536
C 2.98236 3.64848 -3.14505
C 3.47846 2.69784 -2.26654
C 2.58303 1.82839 -1.65773
N 1.27654 1.86025 -1.87888
H -0.80683 4.62534 -2.45668
H -2.68668 6.03492 -2.25860
H -5.14323 6.26612 -2.26644
H -6.56235 4.34084 -2.92128
H -5.50086 2.20172 -3.55034
H 1.19345 4.37826 -4.10161
H 3.64502 4.34613 -3.63957
H 4.53549 2.62759 -2.05202
H 2.92163 1.06577 -0.96469
C 4.28310 -3.16408 1.74519
C 3.20835 -3.77194 0.86574
C 3.78929 -4.71950 -0.17008
C 2.15175 -4.46399 1.71180
O 2.65948 -2.63521 0.10355
P 1.16260 -2.33904 -0.24141
O 0.18146 -2.39223 0.90696
O 1.08511 -0.92602 -0.81155
O 0.73226 -3.43352 -1.30435
C 0.89077 -3.33910 -2.75817
C 2.29033 -2.85934 -3.11192
C 0.67161 -4.76563 -3.23096
C -0.17029 -2.40257 -3.31450
H 4.71482 -3.93988 2.37837
H 3.85082 -2.38839 2.37808
H 5.07917 -2.73206 1.13678
H 4.38361 -5.48845 0.32506
H 4.43392 -4.17624 -0.86038
H 2.99754 -5.20777 -0.73826
H 2.61001 -5.34504 2.16565
H 1.30413 -4.79897 1.11466
H 1.78168 -3.81089 2.50039
H 3.04448 -3.53984 -2.71918
H 2.47849 -1.86111 -2.71917
H 2.38483 -2.82091 -4.19783
H 1.40668 -5.43153 -2.78110
H 0.76999 -4.81820 -4.31586
H -0.32391 -5.11179 -2.95559
H -0.05785 -1.39342 -2.92157
H -1.16748 -2.77276 -3.07296
H -0.07796 -2.36035 -4.40046

Net charge: 0
HOMO level in eV: -6.19
HOMO-LUMO gap in eV: 5.47
E_LUMO in eV: -0.72

Entry ii
Below is C41H42N8O6PS2Sc as an isolated structure, with properties calculated with ωB97M-V/def2-TZVPD.

Positions of all 101 atoms, in Å:
Sc -0.61870 -0.43888 0.14749
N 3.96664 -0.57194 0.32229
C 2.66451 -0.80883 0.09522
N 1.69978 -0.28109 0.76983
C 1.99313 0.58334 1.81502
N 1.06826 1.08932 2.55529
N -0.19143 0.66799 2.19117
C -1.10864 0.95209 3.01996
C -2.45192 0.43527 2.79523
C -3.46720 0.68392 3.70353
C -4.70786 0.10533 3.48769
C -4.87270 -0.70948 2.38463
C -3.79979 -0.89863 1.52194
N -2.61562 -0.33311 1.71180
C 3.38913 0.92715 2.08237
C 3.76590 1.83309 3.07557
C 5.09822 2.12607 3.27940
C 6.07599 1.51225 2.49595
C 5.72386 0.61245 1.51185
C 4.37741 0.32412 1.30442
H 4.65202 -1.02570 -0.25555
H 2.41123 -1.49829 -0.70236
H -0.88617 1.51615 3.91977
H -3.28173 1.32479 4.55623
H -5.52650 0.28623 4.17243
H -5.81783 -1.19015 2.17312
H -3.88499 -1.51806 0.63709
H 2.98845 2.28920 3.67380
H 5.38722 2.83061 4.04864
H 7.12153 1.74204 2.65962
H 6.48022 0.13103 0.90129
O -2.78365 2.68002 0.56520
C -2.59278 1.75899 -0.21335
O -1.41838 1.23902 -0.43647
C -3.72040 1.17549 -1.02081
C -4.83710 1.99804 -1.19115
C -5.91621 1.61481 -1.96165
C -5.88805 0.36591 -2.57577
C -4.80199 -0.46928 -2.39886
C -3.69194 -0.10072 -1.61698
S -2.44200 -1.33496 -1.46443
H -4.81927 2.95991 -0.69336
H -6.76610 2.27482 -2.08706
H -6.72059 0.03735 -3.18818
H -4.78904 -1.44950 -2.86235
N 0.37895 1.65645 -3.92666
C -0.76884 1.03409 -4.47853
C -1.72548 1.75641 -5.17570
C -2.84899 1.10109 -5.65845
C -3.03448 -0.25112 -5.40940
C -2.09003 -0.95883 -4.68056
C -0.93733 -0.31788 -4.25480
S 0.32874 -1.12541 -3.34410
N 0.70742 0.09658 -2.18977
C 0.78203 1.29380 -2.64977
C 1.36475 2.42437 -1.85574
C 1.91843 3.51652 -2.52529
C 2.39305 4.58975 -1.78894
C 2.28829 4.54813 -0.41237
C 1.76224 3.40288 0.16702
N 1.33559 2.35241 -0.52791
H 0.37293 2.65273 -4.07093
H -1.59783 2.82287 -5.33163
H -3.59385 1.65887 -6.21255
H -3.92865 -0.75055 -5.76174
H -2.24166 -2.00036 -4.42259
H 2.00803 3.52677 -3.60385
H 2.82885 5.44571 -2.28913
H 2.61689 5.37319 0.20560
H 1.67838 3.32117 1.24615
C 2.10487 -2.61649 3.30353
C 1.81021 -3.93090 2.59233
C 3.04714 -4.81559 2.56536
C 0.64389 -4.66150 3.24833
O 1.53986 -3.64962 1.19161
P 0.15268 -3.10973 0.60322
O -0.53227 -2.15215 1.54427
O 0.45236 -2.41600 -0.69668
O -0.77499 -4.38271 0.43911
C -0.67927 -5.37821 -0.62590
C 0.77283 -5.76983 -0.87707
C -1.47222 -6.56253 -0.09675
C -1.31482 -4.81465 -1.88375
H 2.35896 -2.80894 4.34762
H 1.23389 -1.95959 3.26221
H 2.95588 -2.11697 2.83129
H 3.36690 -5.04940 3.58193
H 3.86259 -4.30519 2.04808
H 2.83440 -5.74799 2.03983
H 0.90169 -4.91195 4.27828
H 0.42142 -5.58433 2.70976
H -0.24962 -4.03474 3.25409
H 1.24027 -6.13631 0.03829
H 1.34230 -4.91431 -1.24724
H 0.80877 -6.56073 -1.62841
H -1.00893 -6.95638 0.81048
H -1.50760 -7.35559 -0.84609
H -2.49191 -6.25299 0.13783
H -0.76727 -3.93441 -2.22634
H -2.34437 -4.51539 -1.68681
H -1.30719 -5.57304 -2.67034

Net charge: 0
HOMO level in eV: -6.50
HOMO-LUMO gap in eV: 6.06
E_LUMO in eV: -0.44

The most stable arrangement is entry ii, and the next structure is 1.400 eV less stable.

Entry i
Below is a 2-piece molecular cluster, CH3F2NO overall, with properties calculated with ωB97M-V/def2-TZVPD.

Positions of all 8 atoms, in Å:
C -0.04124 -0.50545 1.23005
N -0.84386 -0.47600 -0.59834
O 0.79216 0.54130 1.11699
F -1.06804 -0.42473 2.12349
F 0.54234 -1.59560 1.46952
H -1.27671 0.31650 -0.83073
H -1.51060 -1.22921 -0.45017
H 0.59578 1.24061 0.53943

Net charge: 0
HOMO level in eV: -9.79
HOMO-LUMO gap in eV: 10.46
E_LUMO in eV: 0.66

Entry ii
Below is a 2-piece molecular cluster, CH3F2NO overall, with properties calculated with ωB97M-V/def2-TZVPD.

Positions of all 8 atoms, in Å:
C -1.63329 -0.14317 0.95779
N 1.25259 0.10800 -1.04588
O -2.07536 0.10815 -0.11328
F 1.44974 -0.17624 0.23903
F 2.23689 -0.56857 -1.69057
H -1.13995 -1.08426 1.00528
H -1.76740 0.65642 1.73647
H 1.67677 1.09967 -1.08883

Net charge: 0
HOMO level in eV: -10.01
HOMO-LUMO gap in eV: 11.00
E_LUMO in eV: 0.98

The most stable arrangement is entry i, and the next structure is 2.943 eV less stable.

Entry i
Below is one molecule with the formula C8H8N2O, with properties calculated with ωB97M-V/def2-TZVPD.

Positions of all 19 atoms, in Å:
C -2.19171 2.38804 -0.66526
C -0.51922 0.69588 -0.85132
C -1.04526 -0.54964 -0.98628
C -0.39345 -1.57214 -0.42536
C 0.76815 -1.47712 0.35319
C 1.66208 -2.22975 1.03266
C 1.24392 -0.11601 0.45119
C 0.55845 1.00753 -0.03581
H -2.73683 1.77177 -0.31037
H -2.65927 3.04075 -1.41086
H -1.82219 2.87663 0.16419
H -2.12501 -0.81548 -1.54151
H -0.66822 -2.70512 -0.71080
H 1.70117 -3.13111 1.32780
H 3.45209 -1.76410 2.08419
H 0.96688 2.16989 0.15522
N 2.59310 -1.33566 1.54096
N 2.42973 -0.03877 1.26183
O -1.21442 1.78440 -1.43366

Net charge: 0
HOMO level in eV: -8.00
HOMO-LUMO gap in eV: 8.62
E_LUMO in eV: 0.62

Entry ii
Below is one molecule with the formula C8H8N2O, with properties calculated with ωB97M-V/def2-TZVPD.

Positions of all 19 atoms, in Å:
C -2.53241 -1.09713 0.44047
C -0.79993 0.20977 -0.35885
C -0.86660 1.57513 -0.23884
C 0.37146 2.28703 -0.06475
C 1.59345 1.67952 0.01029
C 1.56620 0.30393 -0.03681
C 0.77524 -1.85456 -0.26833
C 0.41423 -0.45311 -0.26332
H -1.85520 -1.85106 0.89258
H -2.76611 -0.28581 1.20488
H -3.43086 -1.63985 0.18097
H -1.78682 2.06716 -0.32699
H 0.30697 3.38203 0.03855
H 2.54178 2.18893 0.04662
H 3.54543 -0.61920 0.01772
H 0.19402 -2.78246 -0.37121
N 2.55811 -0.70710 0.01197
N 2.07093 -1.91649 -0.18170
O -1.89989 -0.48671 -0.73327

Net charge: 0
HOMO level in eV: -8.43
HOMO-LUMO gap in eV: 9.39
E_LUMO in eV: 0.96

The most stable arrangement is entry ii, and the next structure is 3.318 eV less stable.